{"formula": "C15H18Cl2CsNO4", "method": "ωB97M-V with the def2-TZVPD basis set", "symbols": ["Cs", "C", "O", "C", "C", "O", "C", "C", "O", "C", "H", "H", "H", "H", "H", "H", "H", "H", "H", "H", "H", "H", "H", "H", "Cl", "C", "C", "C", "Cl", "C", "C", "C", "C", "N", "C", "C", "O", "H", "H", "H", "H"], "coordinates": [[0.305, 0.784, 0.941], [3.643, -0.373, 0.212], [3.064, -0.137, 1.483], [2.809, -1.325, 2.213], [2.117, -1.006, 3.528], [0.735, -0.708, 3.402], [-0.180, -1.719, 3.792], [-1.481, -1.551, 3.027], [-1.392, -1.987, 1.688], [-1.576, -3.378, 1.524], [4.555, -0.971, 0.301], [3.898, 0.597, -0.208], [2.944, -0.876, -0.468], [3.758, -1.828, 2.437], [2.198, -2.024, 1.624], [2.600, -0.137, 3.979], [2.265, -1.855, 4.202], [-0.368, -1.656, 4.869], [0.232, -2.713, 3.581], [-1.769, -0.496, 2.989], [-2.271, -2.067, 3.587], [-2.564, -3.683, 1.880], [-0.814, -3.961, 2.053], [-1.500, -3.586, 0.460], [-3.125, 4.705, -0.434], [-2.399, 3.724, -1.676], [-2.615, 4.070, -3.010], [-2.076, 3.332, -4.025], [-2.379, 3.796, -5.682], [-1.276, 2.205, -3.736], [-0.677, 1.392, -4.722], [0.094, 0.328, -4.347], [0.270, 0.078, -2.978], [-0.274, 0.803, -2.029], [-1.052, 1.859, -2.376], [-1.643, 2.614, -1.272], [-1.443, 2.263, -0.067], [-3.223, 4.936, -3.234], [-0.836, 1.626, -5.765], [0.564, -0.313, -5.081], [0.883, -0.763, -2.661]], "forces_ev_per_angstrom": [[0.4, -0.3, 0.2], [0.0, 0.0, 0.1], [0.1, -0.2, 0.2], [0.0, -0.1, 0.0], [0.1, -0.1, 0.1], [0.1, -0.1, 0.0], [0.1, -0.1, 0.0], [0.0, 0.1, 0.3], [0.1, 0.1, 0.0], [0.0, 0.0, 0.0], [0.0, 0.0, 0.0], [0.0, 0.0, 0.0], [0.0, -0.1, 0.1], [0.0, 0.0, 0.0], [0.0, 0.0, 0.0], [0.0, 0.0, 0.0], [0.0, 0.0, 0.0], [0.0, 0.0, 0.0], [0.0, 0.0, 0.0], [0.1, 0.0, 0.1], [-0.1, -0.1, -0.2], [0.0, 0.0, 0.0], [0.0, 0.0, 0.0], [0.0, 0.0, 0.0], [0.0, 0.0, 0.0], [-0.1, 0.0, 0.1], [0.0, 0.1, 0.0], [0.0, 0.0, 0.0], [0.0, 0.0, 0.0], [0.1, -0.1, 0.0], [0.0, 0.0, 0.0], [0.0, 0.0, -0.1], [0.0, 0.0, 0.1], [0.1, -0.1, -0.2], [-0.1, 0.1, -0.1], [0.1, 0.0, 0.1], [-0.9, 0.8, -0.6], [0.0, 0.0, 0.0], [0.0, 0.0, 0.0], [0.0, 0.0, 0.0], [0.0, 0.0, 0.0]], "mulliken_charge": [1.21, -0.77, -0.33, -0.45, -0.71, -0.27, -0.28, -0.89, -0.25, -0.79, 0.33, 0.25, 0.30, 0.43, 0.34, 0.34, 0.42, 0.29, 0.34, 0.35, 0.40, 0.31, 0.30, 0.25, -0.25, 0.41, -0.65, 0.60, -0.29, 0.32, -0.70, -0.73, -0.32, -0.24, -0.28, 0.40, -0.96, 0.44, 0.39, 0.38, 0.39], "spin_multiplicity": 1, "orbital_gap_ev": 6.19, "e_homo_ev": -6.39, "e_above_lowest_kcal_mol": 7.18, "charge": 0, "lumo_ev": -0.202, "e_tot_ev": -51119.2353}